No. 1
Computed, not measured: one molecule with the formula C2H4INOS at a distorted geometry, with wB97M-V/def2-TZVPD.

Properties
DFT total energy	-904.3799	a.u.
largest force on an atom	3.7	eV Å⁻¹
SMILES	CO/N=C/SI
HOMO level	-8.6	eV
Kohn-Sham gap	7.98	eV
relative energy (zero: lowest compared OMol25 entry of this formula, charge and spin)	58.14	kcal per mole
net charge	0
multiplicity	1

Each line ends with the natural charge from an NBO analysis.
CARTESIAN COORDINATES (ANGSTROEM)
S -3.6808 -1.8464 0.1149  0.122
H 1.0591 0.9714 1.0704  0.178
H -0.7228 1.2849 0.4960  0.203
N -1.4309 -0.7239 0.2226  -0.195
H -1.4681 -2.8351 0.1978  0.227
H 0.5973 1.0861 -0.7575  0.178
C 0.2361 0.7702 0.2086  -0.251
C -2.0067 -1.8665 0.2549  -0.194
O -0.0384 -0.5705 0.2268  -0.390
I -3.9997 0.4846 -0.1056  0.122

=====

No. 2
Computed, not measured: one molecule with the formula C2H4INS at a distorted geometry, with wB97M-V/def2-TZVPD.

Properties
expectation value of S²	2.039
DFT total energy	-829.0865	a.u.
largest force on an atom	3.6	eV Å⁻¹
HOMO level (spin up / spin down)	-7.4 / -8.4	eV
Kohn-Sham gap (spin up / spin down)	7.19 / 5.93	eV
relative energy (zero: lowest compared OMol25 entry of this formula, charge and spin)	38.69	kcal per mole
net charge	0
multiplicity	3

Each line ends with the Mulliken spin population.
CARTESIAN COORDINATES (ANGSTROEM)
H 1.2100 0.9625 1.1349  0.009
C 0.8805 -0.8355 -0.1128  0.505
H 0.0353 2.1801 -0.1496  -0.028
S -1.8944 -1.7514 -0.1574  0.754
H 0.2794 -1.0201 -0.9858  0.014
N -0.0577 1.2252 -0.4737  0.511
I -2.4890 0.4210 0.0959  0.341
H 1.4611 -1.6167 0.2735  0.010
C 0.5747 0.4349 0.3751  -0.116

=====

No. 3
Computed, not measured: one molecule with the formula C2H4IPS at a distorted geometry, with wB97M-V/def2-TZVPD.

Properties
DFT total energy	-1115.7334	a.u.
largest force on an atom	3.2	eV Å⁻¹
SMILES	CC#S#[PH]I
HOMO level	-8.3	eV
Kohn-Sham gap	7.96	eV
relative energy (zero: lowest compared OMol25 entry of this formula, charge and spin)	58.34	kcal per mole
net charge	0
multiplicity	1

Each line ends with the natural charge from an NBO analysis.
CARTESIAN COORDINATES (ANGSTROEM)
P -0.9696 -2.0976 -1.4973  0.305
H 1.1960 1.3082 1.2874  0.200
H -0.1905 2.2188 1.1871  0.270
H -2.0284 -2.2709 -0.6397  -0.028
C -0.0364 1.0016 -0.4756  -0.171
C 0.5721 1.7518 0.6113  -0.769
S -0.0752 -0.6776 -0.1054  0.023
I 0.3620 -3.9326 -0.7025  -0.070
H 1.1700 2.6983 0.3348  0.240

=====

No. 4
Computed, not measured: C2H4InO2 as an isolated structure at a distorted geometry, with wB97M-V/def2-TZVPD.

Properties
DFT total energy	-418.6850	a.u.
largest force on an atom	7.8	eV Å⁻¹
HOMO level	-12.6	eV
Kohn-Sham gap	6.19	eV
relative energy (zero: lowest compared OMol25 entry of this formula, charge and spin)	60.38	kcal per mole
net charge	+1
multiplicity	1

Each line ends with the natural charge from an NBO analysis.
CARTESIAN COORDINATES (ANGSTROEM)
H 0.3286 1.1661 -0.8688  0.193
O -1.5795 -0.3629 1.7386  -0.278
H 1.0416 0.9876 0.6192  0.232
H -1.9161 0.7157 0.0200  0.242
O 0.7575 -0.7930 -0.2958  -0.402
H -1.0958 1.5411 1.2670  0.219
C 0.3022 0.4938 -0.0113  -0.078
C -1.1200 0.5807 0.7521  -0.127
In 3.2816 -4.3292 -3.2210  0.999

=====

No. 5
Computed, not measured: C2H4InO4S as an isolated structure at a distorted geometry, with wB97M-V/def2-TZVPD.

Properties
DFT total energy	-966.3124	a.u.
largest force on an atom	3.4	eV Å⁻¹
HOMO level	-23.5	eV
Kohn-Sham gap	3.11	eV
relative energy (zero: lowest compared OMol25 entry of this formula, charge and spin)	3.79	kcal per mole
net charge	+3
multiplicity	1

Each line ends with the natural charge from an NBO analysis.
CARTESIAN COORDINATES (ANGSTROEM)
H 0.8076 1.1461 1.6370  0.395
C -0.9743 -0.0807 1.0435  -0.145
S -0.0999 -0.2804 -1.3379  2.433
H -2.0680 0.1310 1.2181  0.426
H -0.4976 2.0145 0.8178  0.454
O 0.6526 0.8570 -0.3860  -0.396
H -0.6551 -0.7444 1.9010  0.428
C 0.0329 1.0091 0.8506  -0.151
O -1.0454 -0.8490 -0.1159  -0.395
In 3.7846 -2.2746 -1.5291  1.217
O -0.8737 0.3136 -2.3563  -0.563
O 0.9362 -1.2422 -1.7428  -0.704

=====

No. 6
Computed, not measured: C2H4LiO2Rb as an isolated structure at a distorted geometry, with wB97M-V/def2-TZVPD.

Properties
expectation value of S²	0.754
DFT total energy	-260.3072	a.u.
largest force on an atom	3.3	eV Å⁻¹
HOMO level (spin up / spin down)	-13.2 / -12.4	eV
Kohn-Sham gap (spin up / spin down)	9.51 / 8.70	eV
relative energy (zero: lowest compared OMol25 entry of this formula, charge and spin)	0.00	kcal per mole
net charge	+1
multiplicity	2

Each line ends with the Mulliken spin population.
CARTESIAN COORDINATES (ANGSTROEM)
H 0.1029 -1.0415 1.6445  0.000
C 0.3208 -0.2945 0.8679  -0.010
O -0.1398 -0.0394 -0.6822  0.013
O -0.8946 1.9872 0.0168  0.992
H 0.0913 -2.0159 -0.4695  0.000
Rb -2.9753 1.3401 -0.7761  0.001
H 1.7016 -0.9833 -0.7131  0.000
H 0.6010 0.3954 1.6721  -0.003
C 0.6972 -1.1189 -0.3011  0.014
Li 0.4950 1.7708 -1.2593  -0.007

=====

No. 7
Computed, not measured: C2H4LiO2Rh as an isolated structure at a distorted geometry, with wB97M-V/def2-TZVPD.

Properties
expectation value of S²	6.004
DFT total energy	-346.3262	a.u.
largest force on an atom	5.2	eV Å⁻¹
HOMO level (spin up / spin down)	-17.1 / -20.8	eV
Kohn-Sham gap (spin up / spin down)	8.29 / 8.55	eV
net charge	+2
multiplicity	5

Each line ends with the Mulliken spin population.
CARTESIAN COORDINATES (ANGSTROEM)
O -0.6845 -1.6027 -0.3319  0.088
Rh -1.3232 -1.2443 1.6558  3.757
C 0.4748 0.4894 -0.5481  -0.050
H 0.0002 1.2495 -1.1941  0.000
H 0.1846 -1.0887 -2.0769  0.019
O 0.1972 0.7462 0.7914  0.066
Li -1.1583 1.5196 1.8563  0.107
H 1.5576 0.5334 -0.7614  0.003
H 0.7851 0.2358 1.6310  -0.018
C -0.0334 -0.8382 -1.0220  0.027

=====

No. 8
Computed, not measured: C2H4LiO2Sr as an isolated structure at a distorted geometry, with wB97M-V/def2-TZVPD.

Properties
DFT total energy	-267.1007	a.u.
largest force on an atom	1.9	eV Å⁻¹
HOMO level	-10.8	eV
Kohn-Sham gap	5.88	eV
relative energy (zero: lowest compared OMol25 entry of this formula, charge and spin)	0.00	kcal per mole
net charge	+1
multiplicity	1

Each line ends with the Mulliken charge.
CARTESIAN COORDINATES (ANGSTROEM)
C 1.1017 0.0759 0.1569  0.013
Sr -1.5679 -1.4048 1.0084  1.702
Li 1.7732 -1.1273 2.4427  0.902
H 0.7037 0.4309 -1.8821  0.246
H -0.3568 1.4161 -0.5856  0.210
O -2.1502 -0.4238 -0.8297  -1.011
H -2.6276 0.3932 -0.9783  0.229
O 0.5173 -0.1746 1.3742  -1.023
C 0.4084 0.6802 -0.8612  -0.481
H 2.1981 0.1343 0.1548  0.212

=====

No. 9
Computed, not measured: C2H4MgNaO as an isolated structure at a distorted geometry, with wB97M-V/def2-TZVPD.

Properties
expectation value of S²	0.753
DFT total energy	-516.1508	a.u.
largest force on an atom	1.2	eV Å⁻¹
HOMO level (spin up / spin down)	-5.4 / -7.2	eV
Kohn-Sham gap (spin up / spin down)	4.67 / 6.34	eV
net charge	0
multiplicity	2

Each line ends with the Mulliken spin population.
CARTESIAN COORDINATES (ANGSTROEM)
Mg -0.5712 -1.2020 -2.6647  0.830
H -0.1788 1.4172 1.0737  -0.001
C 1.6379 0.4915 0.4792  0.012
O -1.8492 -0.8265 -1.3780  0.130
H 0.1344 -0.2874 1.7606  -0.001
Na -3.9129 -1.0809 -0.8212  0.036
C 0.4422 0.5186 1.0899  -0.002
H 2.3037 -0.3704 0.5711  -0.002
H 1.9939 1.3400 -0.1105  -0.002

=====

No. 10
Computed, not measured: C2H4MgORb as an isolated structure, with wB97M-V/def2-TZVPD.

Properties
expectation value of S²	0.768
DFT total energy	-377.8686	a.u.
largest force on an atom	0.6	eV Å⁻¹
HOMO level (spin up / spin down)	-5.4 / -5.5	eV
Kohn-Sham gap (spin up / spin down)	4.42 / 4.34	eV
net charge	0
multiplicity	2

Each line ends with the Mulliken spin population.
CARTESIAN COORDINATES (ANGSTROEM)
C -0.5248 -0.6193 -0.0247  0.010
H -1.4180 -2.3759 -0.7748  0.000
O 0.5217 0.1868 0.1432  -0.063
Mg 0.7252 2.0163 0.8661  0.135
Rb 3.6100 0.2441 -0.3484  0.030
H -1.3564 4.7765 1.5375  0.898
C -0.5051 -1.7873 -0.6858  -0.001
H -1.4719 -0.2509 0.3962  -0.008
H 0.4193 -2.1902 -1.1094  0.000

=====

No. 11
Computed, not measured: a 2-piece molecular cluster, C2H4N2 overall at a distorted geometry, with wB97M-V/def2-TZVPD.

Properties
DFT total energy	-187.9251	a.u.
largest force on an atom	4.5	eV Å⁻¹
HOMO level	-8.4	eV
Kohn-Sham gap	9.24	eV
relative energy (zero: lowest compared OMol25 entry of this formula, charge and spin)	121.27	kcal per mole
net charge	0
multiplicity	1

Each line ends with the natural charge from an NBO analysis.
CARTESIAN COORDINATES (ANGSTROEM)
N 0.2293 0.9945 1.7808  -0.373
H 0.8181 1.3038 2.6910  0.281
N -0.3925 1.8639 1.2769  -0.210
H 0.4452 -0.0435 1.5102  0.316
H -0.4950 0.6355 -0.9640  0.233
C -0.6046 -0.1094 -1.6902  -0.223
H -0.5143 -1.8341 -3.0705  0.228
C -0.4372 -1.1570 -2.2696  -0.252

=====

No. 12
Computed, not measured: one molecule with the formula C2H4N2 at a distorted geometry, with wB97M-V/def2-TZVPD.

Properties
DFT total energy	-188.0228	a.u.
largest force on an atom	6.1	eV Å⁻¹
SMILES	C=NN=C
HOMO level	-9.7	eV
Kohn-Sham gap	10.80	eV
relative energy (zero: lowest compared OMol25 entry of this formula, charge and spin)	59.94	kcal per mole
net charge	0
multiplicity	1

Each line ends with the natural charge from an NBO analysis.
CARTESIAN COORDINATES (ANGSTROEM)
C -1.3125 -0.9199 0.1107  -0.060
H 1.6585 0.5274 -1.1090  0.177
N 0.3550 0.6249 0.5047  -0.279
C 1.3175 0.9653 -0.1256  -0.040
H -1.7894 -1.7173 -0.5305  0.181
N -0.3433 -0.2843 -0.3947  -0.320
H 1.9231 1.6196 0.3987  0.170
H -1.8088 -0.8159 1.1457  0.172